Entry 1:
7 unconnected molecules or ions with the total composition C6H27N12O7 at a distorted geometry, computed with wB97M-V/def2-TZVPD.

Summary:
Strongest force on any atom, eV/A: 2.0
HOMO, eV: -11.7
Net charge: +1
Relative energy (zero: lowest compared OMol25 entry of this formula, charge and spin), kJ/mol: 0.0
Energy, hartree: -1428.62162

Each line ends with the Löwdin charge.
Atoms and positions in Å:
O: 0.673 -2.400 2.615  0.14
H: 0.590 -3.276 2.151  0.07
H: 1.614 -2.069 2.657  0.07
H: 0.393 -2.524 3.585  0.07
C: 0.944 -3.519 5.984  -0.61
O: 0.347 -3.313 4.927  0.02
N: 0.680 -4.541 6.846  0.17
N: 1.872 -2.654 6.453  0.19
H: 1.293 -4.657 7.629  0.10
H: 0.124 -5.327 6.561  0.11
H: 2.269 -2.858 7.350  0.10
H: 2.128 -1.783 6.023  0.10
C: 3.187 -3.197 0.433  -0.68
O: 4.163 -2.463 0.520  0.02
N: 2.064 -2.846 -0.244  0.16
N: 3.016 -4.332 1.200  0.16
H: 2.099 -1.958 -0.714  0.11
H: 1.343 -3.501 -0.484  0.10
H: 2.121 -4.758 1.029  0.05
H: 3.818 -4.631 1.721  0.11
C: -0.566 0.716 4.325  -0.67
O: 0.198 -0.253 4.386  0.01
N: -0.175 1.951 3.978  0.17
N: -1.894 0.576 4.614  0.16
H: 0.801 2.179 3.995  0.11
H: -0.867 2.677 3.964  0.11
H: -2.498 1.374 4.560  0.10
H: -2.176 -0.363 4.817  0.10
C: -0.645 -5.710 1.514  -0.60
O: 0.184 -4.812 1.702  -0.01
N: -0.322 -6.879 0.896  0.18
N: -1.980 -5.543 1.652  0.18
H: -1.059 -7.431 0.503  0.11
H: 0.649 -7.125 0.829  0.12
H: -2.582 -6.330 1.496  0.11
H: -2.394 -4.710 2.024  0.10
C: -3.408 -1.401 1.073  -0.68
O: -3.105 -0.822 0.042  0.04
N: -4.558 -2.098 1.251  0.15
N: -2.592 -1.419 2.177  0.15
H: -4.523 -2.791 1.976  0.08
H: -5.211 -2.266 0.508  0.11
H: -1.756 -0.870 2.245  0.09
H: -2.930 -1.918 2.978  0.08
C: 3.858 -0.701 3.404  -0.63
O: 3.087 -1.638 3.187  0.00
N: 4.682 -0.659 4.491  0.17
N: 3.988 0.316 2.541  0.19
H: 5.372 0.035 4.699  0.11
H: 4.625 -1.518 5.010  0.10
H: 3.346 0.409 1.774  0.12
H: 4.523 1.136 2.766  0.11

Forces on atoms 1 to 2 (eV/Å):
-0.42 0.23 -0.07
-0.05 -0.01 0.22

Entry 2:
9 unconnected molecules or ions with the total composition C6H27NO8 at a distorted geometry, computed with wB97M-V/def2-TZVPD.

Summary:
Strongest force on any atom, eV/A: 1.2
SMILES: C=CC/C(C)=C/N.O.O.O.O.O.O.O.O
HOMO, eV: -8.0
Relative energy (zero: lowest compared OMol25 entry of this formula, charge and spin), kJ/mol: 116.8
Energy, hartree: -901.48278

Each line ends with the Löwdin charge.
Atoms and positions in Å:
C: -1.118 1.116 2.506  0.01
C: -0.553 0.804 1.347  -0.17
C: 0.389 -0.360 1.177  -0.19
C: 1.633 -0.024 0.364  -0.30
C: 2.060 -0.967 -0.721  -0.05
C: 2.310 1.099 0.638  -0.17
N: 3.478 1.473 -0.008  0.07
H: -1.819 1.940 2.575  0.07
H: -0.887 0.601 3.432  0.08
H: -0.743 1.375 0.448  0.09
H: 0.680 -0.747 2.161  0.12
H: -0.143 -1.169 0.670  0.08
H: 3.135 -1.171 -0.699  0.08
H: 1.552 -1.933 -0.670  0.06
H: 1.832 -0.588 -1.726  0.07
H: 1.986 1.786 1.409  0.13
H: 3.729 1.015 -0.865  0.07
H: 3.765 2.430 0.078  0.08
O: -1.880 -1.758 1.866  -0.06
H: -1.748 -0.815 2.010  0.00
H: -1.043 -2.212 2.039  0.02
O: -2.024 -2.008 -0.802  -0.07
H: -2.866 -2.378 -1.089  0.09
H: -2.065 -1.970 0.185  0.02
O: 0.677 -3.305 1.900  -0.04
H: 0.964 -4.115 2.332  0.08
H: 1.462 -2.810 1.640  0.06
O: -1.939 0.492 -2.031  -0.08
H: -1.017 0.683 -2.314  0.02
H: -1.886 -0.372 -1.586  0.01
O: -0.065 3.866 -1.465  -0.07
H: -0.285 4.608 -2.036  0.06
H: -0.944 3.532 -1.155  0.01
O: -0.071 -3.931 -0.772  -0.08
H: -0.723 -3.236 -0.955  -0.02
H: 0.081 -3.824 0.176  -0.02
O: 0.576 1.461 -2.594  -0.07
H: 1.300 1.165 -2.027  0.01
H: 0.364 2.362 -2.257  0.01
O: -2.499 2.825 -0.793  -0.08
H: -2.364 1.913 -1.154  0.01
H: -3.291 3.147 -1.234  0.06

Forces on atoms 1 to 2 (eV/Å):
-0.14 0.63 0.03
0.49 -0.40 0.16

Entry 3:
A molecular structure, C6H28BN12O6 at a distorted geometry, computed with wB97M-V/def2-TZVPD.

Summary:
Strongest force on any atom, eV/A: 10.7
HOMO, eV: -6.4
Net charge: -1
Relative energy (zero: lowest compared OMol25 entry of this formula, charge and spin), kJ/mol: 2513.3
Energy, hartree: -1378.11160

Each line ends with the Löwdin charge.
Atoms and positions in Å:
B: 19.334 -20.400 -1.334  -0.63
H: 19.124 -20.824 -0.364  0.02
H: 18.371 -20.181 -1.769  0.05
H: 19.879 -19.472 -1.263  0.01
H: 19.901 -21.138 -1.879  0.13
C: 22.253 -19.412 -0.957  -0.80
O: 23.356 -19.102 -0.554  0.04
N: 21.688 -20.577 -1.159  0.18
N: 21.406 -18.610 -1.341  0.15
H: 22.300 -21.295 -0.798  0.14
H: 20.694 -20.639 -1.326  -0.04
H: 20.465 -18.916 -1.544  0.00
H: 21.695 -17.648 -1.451  0.16
C: 19.296 -18.889 -3.936  -0.66
O: 19.428 -18.553 -5.136  -0.01
N: 19.839 -19.993 -3.455  0.17
N: 18.712 -18.291 -2.941  0.14
H: 20.563 -20.479 -3.965  0.16
H: 19.476 -20.326 -2.574  -0.06
H: 18.827 -18.742 -2.045  0.00
H: 17.976 -17.642 -3.182  0.14
C: 20.425 -23.767 0.560  -0.76
O: 20.519 -24.902 0.099  0.04
N: 21.179 -23.219 1.464  0.18
N: 19.386 -23.048 0.327  0.14
H: 21.992 -23.809 1.568  0.13
H: 20.906 -22.500 2.118  0.10
H: 19.068 -23.307 -0.596  0.13
H: 19.199 -22.102 0.627  0.09
C: 17.041 -22.439 -1.818  -0.70
O: 16.603 -23.568 -1.991  0.01
N: 17.044 -21.442 -2.673  0.21
N: 17.442 -22.226 -0.581  0.09
H: 16.422 -21.527 -3.465  0.13
H: 17.523 -20.591 -2.417  0.05
H: 17.507 -23.021 0.038  0.13
H: 17.590 -21.265 -0.307  -0.10
C: 16.726 -19.225 -0.418  -0.75
O: 15.576 -19.082 -0.130  0.09
N: 17.469 -18.535 -1.213  0.12
N: 17.392 -20.147 0.143  0.14
H: 18.417 -18.881 -1.253  0.01
H: 17.011 -17.874 -1.824  0.15
H: 18.263 -20.542 -0.183  -0.02
H: 16.759 -20.589 0.795  0.18
C: 20.117 -19.206 1.511  -0.74
O: 20.532 -18.865 2.598  0.04
N: 20.232 -20.435 1.144  0.15
N: 19.843 -18.398 0.530  0.18
H: 19.876 -20.668 0.228  -0.02
H: 20.714 -21.020 1.813  0.10
H: 20.143 -17.434 0.487  0.15
H: 19.241 -18.856 -0.138  0.05

Forces on atoms 1 to 2 (eV/Å):
-3.07 -2.59 2.54
0.86 -2.13 -0.76